Record 1
Here is 2 unconnected molecules or ions with the total composition C2H3F3IN from the Open Molecules 2025 dataset. Energies are from the ωB97M-V functional and the def2-TZVPD basis.

Geometry as XYZ:
```
10
Properties=species:S:1:pos:R:3:forces:R:3
C 0.167357 0.206530 0.421889 -1.9 2.0 1.8
C 0.067556 -1.263127 0.012062 1.0 0.4 1.9
N 0.818508 1.165996 -0.254244 -0.2 0.9 0.3
F -0.947926 -1.909277 0.590666 0.2 0.6 -0.2
F -0.001065 -1.390599 -1.282995 0.1 -0.3 -0.9
F 1.207144 -1.901696 0.479273 -0.6 0.3 -0.7
I -3.183574 1.230020 -0.222819 0.8 -0.3 0.1
H -0.233476 0.585145 1.449142 0.5 -1.3 -2.1
H 1.449881 1.098453 -1.003670 0.6 -1.5 -1.2
H 0.655595 2.178554 -0.189300 -0.5 -0.9 1.1
```
Forces are in eV/Å.

Results
HOMO energy (spin up / spin down): -8.90 / -7.75 eV
Energy above the lowest of the compared OMol25 structures with the same formula, charge and spin: 197.5 kJ/mol
Calculated total energy: -729.992148 hartree
Kohn-Sham gap (spin up / spin down): 8.0519 / 5.0689 eV

***

Record 2
Here is a single C4H6N2O2 molecule from the Open Molecules 2025 dataset. Energies are from the ωB97M-V functional and the def2-TZVPD basis.

Geometry as XYZ:
```
14
Properties=species:S:1:pos:R:3:forces:R:3
O 1.387252 2.093959 0.179925 -0.9 -1.5 1.2
C 0.762003 1.211568 0.730931 0.0 -0.5 1.2
O 0.974487 0.701614 2.021696 0.4 1.0 -1.6
C -0.417561 0.407473 0.166309 0.5 1.1 -0.1
C -0.343550 -1.112824 0.196617 2.0 -1.5 2.3
C -0.665173 -1.383143 -1.241942 -1.1 -3.2 -0.1
N -0.674620 -0.379782 -2.002997 0.3 0.1 -0.5
N -0.449655 0.699132 -1.240926 -0.6 1.4 -0.2
H 1.826575 1.031762 2.338241 0.0 0.2 0.1
H -1.346071 0.652440 0.695378 0.0 0.6 0.0
H -0.870200 -1.628933 1.168772 0.9 1.3 -2.9
H 0.760855 -1.458191 0.283957 -1.5 0.5 0.2
H -0.763244 -2.418195 -1.642923 0.0 1.1 0.2
H -0.181097 1.583120 -1.653038 -0.1 -0.5 0.2
```
Forces are in eV/Å.

Results
HOMO energy: -8.21 eV
Energy above the lowest of the compared OMol25 structures with the same formula, charge and spin: 204.2 kJ/mol
Calculated total energy: -415.962828 hartree
Kohn-Sham gap: 8.8121 eV
SMILES: O=C(O)[C@@H]1CC=NN1

***

Record 3
Here is 8 unconnected molecules or ions with the total composition C36H82N8O12P from the Open Molecules 2025 dataset. Energies are from the ωB97M-V functional and the def2-TZVPD basis.

Geometry as XYZ:
```
139
Properties=species:S:1:pos:R:3:forces:R:3
C 7.837042 4.217625 3.485692 0.0 0.2 0.2
C 8.008091 3.056663 2.531279 0.7 0.4 0.5
O 6.965674 3.016368 1.545321 -0.1 -0.4 -0.6
P 5.914616 1.847172 1.753614 0.3 0.1 0.2
O 5.485234 1.767192 3.152273 -0.4 -0.2 0.8
C 4.538399 2.176545 0.639116 0.2 -0.5 -0.3
C 3.290348 2.532514 1.437390 0.1 0.7 0.1
C 2.401280 3.606183 0.802443 0.2 -0.6 -0.3
C 0.904012 3.385340 1.028215 0.6 1.1 0.0
C 0.159018 4.677312 0.713614 -1.1 -0.3 -0.3
C -1.384045 4.459364 0.715407 0.8 -0.6 0.5
C -1.714690 3.231438 1.552572 -0.6 0.5 -0.1
N -0.837709 3.251098 2.762254 -0.5 -0.6 0.1
C 0.610571 2.927757 2.454046 0.3 0.0 -0.5
O 1.433428 3.556968 3.358073 -0.4 0.3 0.1
C 1.207533 3.282106 4.743084 0.6 0.0 0.6
C 1.313834 1.815256 5.125439 -0.5 -0.8 -0.7
C 2.612833 1.151829 4.664712 -0.5 0.0 0.2
O 1.117204 1.667781 6.522191 -0.3 0.2 0.1
O 6.621132 0.501959 1.260423 -0.1 0.4 0.1
C 6.442805 -0.665246 2.087433 0.2 -1.1 -0.2
C 5.035737 -1.206163 2.060230 -0.3 0.8 -0.1
H 7.403466 3.921302 4.433438 -0.2 -0.1 0.1
H 7.227400 5.000946 3.052713 -0.2 0.1 -0.2
H 8.800611 4.665250 3.698529 0.2 0.0 0.1
H 8.077660 2.139534 3.102623 -0.3 -0.4 0.0
H 8.964940 3.159102 2.036089 0.0 0.0 -0.6
H 4.787123 2.883968 -0.144420 0.1 0.3 0.0
H 4.372891 1.229970 0.133529 0.0 -0.2 -0.3
H 3.600208 2.900224 2.403421 0.0 0.0 0.2
H 2.721256 1.633542 1.645466 -0.1 -0.3 -0.1
H 2.705836 4.591706 1.131844 0.0 0.2 0.3
H 2.561616 3.604866 -0.271968 -0.1 0.0 -0.3
H 0.589207 2.625005 0.324315 -0.2 -0.4 0.0
H 0.449140 5.020657 -0.271095 0.3 0.3 -0.1
H 0.404281 5.439141 1.445404 0.3 0.2 0.1
H -1.786058 4.283957 -0.272875 -0.1 0.2 -0.3
H -1.882696 5.297050 1.184103 -0.2 0.4 -0.2
H -1.606285 2.289224 1.030312 0.4 -0.2 0.0
H -2.735877 3.278704 1.903981 -0.4 0.0 0.1
H -1.205081 2.572090 3.429423 0.1 0.1 0.2
H -0.923291 4.175560 3.189926 0.2 0.0 0.0
H 0.696023 1.843577 2.464204 -0.2 -0.3 0.4
H 0.277998 3.711553 5.118531 -0.3 0.0 -0.2
H 1.990927 3.808263 5.274975 0.2 0.2 0.0
H 0.493683 1.268219 4.641494 -0.2 0.0 -0.1
H 2.380200 0.296160 4.040428 0.1 -0.1 -0.3
H 3.279197 1.815443 4.128124 0.2 0.0 0.1
H 3.084699 0.740085 5.545009 0.4 0.1 0.2
H 0.245084 1.270820 6.666712 0.5 0.2 0.1
H 6.798735 -0.518412 3.097055 0.0 0.5 0.2
H 7.070576 -1.440807 1.663813 0.4 0.1 -0.3
H 4.322220 -0.428579 2.315970 -0.1 0.2 0.2
H 4.793415 -1.534390 1.055443 -0.1 -0.4 -0.1
H 4.916801 -1.987766 2.799746 0.0 -0.4 -0.1
C 8.790825 -4.494779 -1.291562 -0.4 0.1 0.1
C 7.462805 -3.881834 -0.925824 -0.1 -0.1 0.1
O 6.774579 -4.303191 -0.003492 0.0 0.1 0.0
N 7.044984 -2.819975 -1.664560 0.2 0.0 0.0
C 7.722236 -2.184801 -2.786247 -0.4 0.0 0.3
H 8.991093 -5.323030 -0.620785 -0.1 0.0 0.1
H 8.769598 -4.869316 -2.313762 0.2 0.1 0.0
H 9.590413 -3.767752 -1.193107 0.1 0.0 -0.1
H 6.153944 -2.451932 -1.372623 0.0 0.0 0.0
H 7.911542 -1.136465 -2.553041 0.1 0.0 -0.1
H 7.088617 -2.234008 -3.671386 0.2 0.0 -0.1
H 8.663740 -2.672330 -3.005202 0.0 0.0 0.0
C -4.909878 0.770882 2.364533 0.1 0.1 0.0
C -5.302199 2.095512 1.753561 -0.2 0.1 0.0
O -4.922776 3.167887 2.223253 0.3 -0.1 0.0
N -6.096225 2.066248 0.665464 0.2 -0.2 0.1
C -6.643162 0.903078 -0.022102 -0.1 0.5 -0.1
H -4.279696 0.957122 3.229938 0.0 0.1 0.0
H -5.792451 0.222400 2.691506 0.0 -0.1 -0.1
H -4.355729 0.164357 1.646661 -0.1 -0.1 0.0
H -6.325347 2.981323 0.307944 -0.1 0.0 0.0
H -6.298935 0.910660 -1.056271 0.0 -0.2 0.0
H -7.731346 0.960086 -0.013740 0.0 -0.2 0.0
H -6.336619 -0.023369 0.448502 0.0 0.0 0.1
C 12.140342 -6.882768 -0.712525 0.0 0.0 0.0
C 12.357114 -5.808812 -1.751537 0.0 0.1 -0.1
O 11.535169 -4.927045 -1.953043 0.2 -0.1 0.0
N 13.510617 -5.854645 -2.466718 0.0 -0.1 0.1
C 14.592387 -6.818312 -2.367517 0.0 0.3 -0.2
H 11.183363 -6.713368 -0.229427 0.0 0.1 0.0
H 12.127621 -7.869151 -1.177106 0.1 0.0 0.1
H 12.924734 -6.848530 0.044146 0.0 -0.1 0.0
H 13.594214 -5.112426 -3.143369 0.0 0.0 0.0
H 15.520786 -6.305695 -2.111488 0.1 -0.1 0.0
H 14.726550 -7.322173 -3.325767 0.1 -0.1 0.1
H 14.382757 -7.562365 -1.607635 0.0 0.0 0.0
C -11.828929 -0.110309 -1.335826 0.1 -0.1 0.1
C -10.915159 -0.351983 -0.166038 0.1 -0.1 -0.2
O -10.090260 -1.260159 -0.149559 0.0 0.1 0.1
N -11.034913 0.480197 0.904219 -0.1 0.0 -0.1
C -11.955550 1.594994 1.064993 0.2 -0.1 0.2
H -11.624073 -0.849411 -2.103234 0.1 -0.1 0.1
H -12.870858 -0.207278 -1.028175 0.0 0.1 -0.1
H -11.659848 0.882539 -1.753942 -0.2 0.0 0.0
H -10.399086 0.269740 1.657457 0.0 0.0 0.0
H -11.392717 2.517489 1.221170 -0.1 0.1 0.0
H -12.593432 1.423463 1.932254 -0.1 0.1 -0.1
H -12.584111 1.706502 0.189212 0.0 -0.1 0.0
C -12.653556 -0.522053 -5.240860 0.0 0.0 0.0
C -13.987198 -0.192802 -4.610687 -0.1 0.1 0.1
O -14.079739 0.251701 -3.478412 0.1 0.0 -0.1
N -15.101317 -0.411846 -5.358387 0.2 0.0 -0.1
C -15.189619 -0.930694 -6.711262 -0.3 0.1 0.3
H -11.866531 -0.295342 -4.528744 0.0 0.0 0.1
H -12.599918 -1.580922 -5.496358 0.0 0.0 -0.1
H -12.495277 0.075744 -6.139165 0.0 -0.1 -0.1
H -15.957165 -0.173316 -4.882303 0.0 0.0 0.0
H -15.677253 -0.198381 -7.356599 0.1 -0.1 -0.1
H -15.781558 -1.847248 -6.717463 0.1 0.0 -0.1
H -14.205343 -1.147841 -7.110566 0.0 0.0 0.0
C 10.809513 0.054817 -3.470769 0.0 0.0 0.0
C 10.385855 -0.334509 -4.867694 -0.1 -0.1 -0.1
O 9.450378 -1.090446 -5.080413 0.0 0.1 0.1
N 11.093470 0.190583 -5.902159 0.1 0.1 0.2
C 12.226874 1.096245 -5.848652 -0.2 -0.2 -0.3
H 10.159749 -0.439941 -2.756831 0.0 0.0 0.0
H 11.836665 -0.257757 -3.280706 0.0 0.1 0.0
H 10.726963 1.133403 -3.331109 0.1 0.0 0.0
H 10.763783 -0.107303 -6.806885 0.0 0.0 0.0
H 11.987928 2.018629 -6.380234 0.1 0.1 0.1
H 13.091592 0.634086 -6.327177 0.1 0.1 0.1
H 12.483165 1.339606 -4.823819 0.0 0.0 0.0
C -15.844335 -2.747771 1.199559 0.0 0.0 0.0
C -14.610372 -1.916748 0.944735 0.1 0.1 0.0
O -14.658880 -0.851700 0.347786 0.0 0.0 0.1
N -13.424728 -2.394008 1.405536 -0.2 0.0 0.0
C -13.169832 -3.625335 2.129270 0.3 0.3 -0.1
H -16.701350 -2.235783 0.774072 0.0 0.1 0.0
H -15.751516 -3.726910 0.728513 0.0 0.0 0.1
H -16.007620 -2.874612 2.270326 0.0 -0.1 0.0
H -12.642814 -1.790891 1.201903 0.1 -0.1 0.0
H -12.725267 -3.397708 3.099567 0.0 -0.1 0.1
H -12.470298 -4.244374 1.565575 0.0 -0.1 0.1
H -14.086296 -4.183137 2.285656 0.0 0.0 0.0
```
Forces are in eV/Å.

Results
HOMO energy: -10.14 eV
Calculated total energy: -3103.130310 hartree
Kohn-Sham gap: 7.5486 eV
Net charge: +1